126
Properties=species:S:1:pos:R:3:lowdin_charge:R:1 method="wB97M-V/def2-TZVPD" charge=-1 molar_mass_g_mol=1130.577 homo_lumo_gap_ev=6.14 lumo_energy_ev=1.634
Br 2.844 5.819 3.838 0.0560
C 5.575 -4.458 2.055 -0.0375
O -0.409 0.390 -1.100 0.0050
O 0.418 8.001 3.601 -0.5063
H 3.216 5.421 1.039 0.0142
C -2.412 6.145 1.290 -0.3211
C 3.086 -0.812 -6.156 -0.6290
H -5.105 -6.862 1.112 0.0843
H -4.174 -5.164 4.014 0.1000
H -7.975 4.738 5.207 0.0974
C -8.185 -7.707 0.710 -0.6295
H -3.093 5.382 0.886 0.0182
H -7.157 4.883 6.769 0.0919
O 4.193 5.031 -0.766 0.0062
H 6.282 -8.423 5.768 0.0915
H -4.211 0.550 -1.563 0.0985
H -5.667 -8.332 0.304 0.0990
H -0.175 7.506 4.166 -0.0276
H 1.914 -1.593 -3.942 0.0995
O -3.137 -3.873 1.960 0.1259
C 1.415 -1.794 -4.889 -0.0361
C -3.746 -3.030 2.559 -0.6275
C -10.449 -8.061 1.023 -0.0455
H 3.817 -2.810 4.415 0.0841
H -1.328 4.589 4.036 -0.0979
O 2.367 -1.914 -5.949 0.0055
O -8.225 -8.192 -0.386 0.1290
H -1.561 -1.729 1.888 0.1032
H 2.701 2.477 2.458 0.0837
H 3.327 -2.548 6.094 0.0919
C 7.587 0.589 -12.332 -0.0430
H 9.315 4.042 -8.453 0.0937
C 2.618 1.398 2.355 -0.0343
C -1.598 0.816 -1.516 -0.6330
H -5.365 -5.081 2.678 0.0777
C -3.629 0.055 -2.340 -0.0512
O 2.952 3.190 -0.375 0.1189
C -2.522 -1.327 1.570 -0.0211
O 7.532 1.064 -9.740 0.1220
C 8.745 3.137 -8.650 -0.0383
H -10.383 -9.130 0.821 0.0971
O 2.902 0.819 3.634 0.0178
O 3.931 -1.049 -7.158 0.0068
C 3.530 3.936 -1.123 -0.6010
O -4.734 -3.251 3.429 0.0002
H -6.196 4.908 5.286 0.0116
O 2.567 -1.220 2.728 0.1165
H 3.135 2.727 -4.093 0.0879
H 9.201 2.310 -8.107 0.0983
O 8.255 1.719 -11.774 0.0070
O 5.861 -5.047 3.326 0.0014
H -11.208 -7.895 1.785 0.0923
H -6.017 -6.721 -0.395 0.1020
H -4.112 -0.887 -2.594 0.0894
C 2.835 -0.506 3.656 -0.6294
C 6.034 -8.207 4.731 -0.0477
O 3.120 -0.914 4.896 0.0056
H 4.778 6.205 0.796 0.0934
H 5.662 -3.380 2.166 0.0931
C 4.219 5.285 0.646 -0.0683
C -6.570 0.308 3.807 -0.0419
O 2.989 0.214 -5.544 0.1225
H 7.719 3.291 -8.320 0.0987
H 0.689 -1.013 -5.110 0.0981
H 5.036 -8.589 4.522 0.0976
H -3.446 5.383 3.717 0.0130
H -4.397 7.055 5.489 -0.1342
C -3.114 7.057 2.363 -0.3874
O 6.075 -6.791 4.574 0.0035
H -2.377 7.430 3.092 0.0626
H 6.515 0.643 -12.144 0.0982
H -10.732 -7.519 0.122 0.0979
H 3.340 1.062 1.611 0.0950
H -7.450 0.397 3.170 0.0959
H 3.377 1.770 -2.626 0.1023
H -2.756 -1.648 0.556 0.0922
H 0.894 -2.745 -4.815 0.0933
In -0.742 5.048 2.392 0.2750
H 1.410 0.979 -0.371 0.0876
O 8.795 2.905 -10.058 0.0080
O -3.560 -1.717 2.475 0.0063
H 4.169 0.913 -7.805 0.0985
P 1.144 6.780 2.626 0.2682
H 6.292 -4.792 1.307 0.0969
H 4.729 4.476 1.170 0.0926
H 6.770 -8.688 4.087 0.0967
C -5.912 -7.294 0.525 -0.0359
H -5.848 -4.696 4.334 0.0953
H -3.580 0.676 -3.234 0.0955
H 2.081 -2.712 4.850 0.0978
O 3.632 3.826 -2.453 0.0073
H -1.967 6.787 0.512 0.0186
H 7.997 -0.338 -11.933 0.0978
H 1.901 2.757 -2.835 0.0762
H -2.464 -0.241 1.586 0.1008
O 5.515 -7.078 2.407 0.1284
S -5.149 7.037 4.348 0.6606
C -4.062 6.106 3.165 -0.5696
O -7.104 -7.212 1.309 0.0015
H 1.604 1.157 2.041 0.0842
H 5.409 -0.243 -8.307 0.0838
O -6.946 3.055 5.883 0.0019
O -2.321 -0.256 -1.870 -0.0208
C 5.789 -6.376 3.339 -0.6300
C 0.476 1.441 -0.678 -0.0415
C 8.133 1.819 -10.451 -0.6277
O -9.216 -7.569 1.543 0.0048
C 4.767 0.061 -7.484 -0.0400
H -6.477 -0.724 4.137 0.0872
H 7.756 0.613 -13.406 0.0925
H -0.217 3.560 1.563 -0.1182
C -5.036 -4.631 3.614 -0.0399
C 3.080 -2.328 5.058 -0.0460
C -7.074 4.477 5.763 -0.0592
H 5.394 0.333 -6.636 0.0995
O -6.709 1.115 4.974 0.0030
C 2.968 2.701 -3.019 -0.0398
O -1.962 1.954 -1.568 0.1409
H 4.558 -4.693 1.743 0.1017
C -6.833 2.420 4.720 -0.6280
H -4.683 5.591 2.418 0.0705
O -6.836 2.926 3.633 0.1291
H 0.058 1.982 0.170 0.0384
H -3.690 7.875 1.901 0.0877
H -5.670 0.581 3.256 0.0967
H 0.676 2.120 -1.494 0.0657